Model A:
One molecule with the formula C5H12N2, computed with ωB97M-V/def2-TZVPD.

HOMO (Ha): -0.32540
Charge: 0
Structure (SMILES): [H]/N=C/NC(C)(C)C

The geometry in XYZ format:
```
19
C5H12N2, DFT ωB97M-V/def2-TZVPD
H -1.1814 -3.4825 -1.1651
N -0.3174 -2.9694 -0.9582
C -0.5664 -1.7087 -0.9510
N 0.3954 -0.7869 -0.7053
C 0.2018 0.4208 0.1028
C 0.1488 0.0132 1.5830
C 1.4077 1.3518 -0.1371
C -1.0877 1.1592 -0.2810
H -1.5733 -1.3087 -1.1503
H 1.2685 -1.2657 -0.4902
H 0.0117 0.8866 2.2304
H 1.0730 -0.4914 1.8878
H -0.6797 -0.6778 1.7771
H 2.2856 0.8069 -0.5031
H 1.1785 2.1222 -0.8828
H 1.7037 1.8730 0.7803
H -1.1182 1.3704 -1.3563
H -1.9810 0.5749 -0.0344
H -1.1694 2.1123 0.2534
```

=====

Model B:
A 2-piece molecular cluster, C5H12N2 overall, computed with ωB97M-V/def2-TZVPD.

HOMO (Ha): -0.34282
Charge: 0
Structure (SMILES): [H]/N=C/N.C=C(C)C

The geometry in XYZ format:
```
19
C5H12N2, DFT ωB97M-V/def2-TZVPD
H -0.2923 -0.5881 -0.3959
N -0.4172 -1.3171 -1.1021
C 0.7433 -1.7889 -1.4042
N 1.0664 -2.7407 -2.3807
H 1.7092 -1.4380 -0.9878
H 1.8153 -3.4067 -2.0294
H 1.5741 -2.2304 -3.1607
C -1.9657 0.7451 1.3619
C -0.7039 1.0413 0.9862
C -0.4089 1.7743 -0.2869
C 0.4495 0.7568 1.8985
H -2.1241 0.2971 2.3373
H -2.8575 1.0612 0.8121
H -0.0068 2.7882 -0.1576
H -1.2504 1.8192 -0.9878
H 0.3907 1.2218 -0.8070
H 0.1387 0.1124 2.7250
H 0.9227 1.6789 2.2676
H 1.2168 0.2135 1.3114
```

=====

Model C:
A 2-piece molecular cluster, C5H12N2 overall, computed with ωB97M-V/def2-TZVPD.

HOMO (alpha / beta) (Ha): -0.21415 / -0.21429
Charge: 0

The geometry in XYZ format:
```
19
C5H12N2, DFT ωB97M-V/def2-TZVPD
C -0.6159 1.5175 -0.1426
C -1.2262 -0.8039 0.5249
C -0.3745 -0.9159 -2.9094
C 0.6914 0.3143 1.4916
C -0.4438 0.3653 0.6258
N 1.2510 1.4435 1.9308
N 1.2284 -0.8582 1.8362
H 2.0963 1.4574 2.4794
H 0.9178 2.2924 1.4985
H 1.9936 -0.9349 2.4861
H 0.6884 -1.6763 1.5889
H 0.2158 2.1536 -0.4091
H -1.4733 1.5876 -0.7882
H -0.6967 -0.7099 -1.8515
H -2.1762 -0.7430 0.0198
H -1.2771 -1.4878 1.3634
H 0.2382 -0.1166 -3.3017
H 0.2069 -1.8406 -2.8933
H -1.2440 -1.0444 -3.5494
```

=====

Most stable to least stable, the ends of the list are model A and model C.

=====

Model A:
One molecule with the formula C5H12N2, computed with ωB97M-V/def2-TZVPD.

HOMO (Ha): -0.30819
Charge: 0
Structure (SMILES): C=NCC[C@H](C)N

The geometry in XYZ format:
```
19
C5H12N2, DFT ωB97M-V/def2-TZVPD
C -0.0856 -2.4488 -2.1017
N -0.2012 -1.4842 -1.2878
C 0.9728 -0.7094 -0.8573
C 0.5679 0.6676 -0.3691
C -0.5157 0.5566 0.7507
C -1.0671 1.9520 0.9986
N 0.0945 -0.0749 1.9032
H 0.5113 -3.3265 -1.8184
H -0.7296 -2.4936 -2.9803
H 1.6120 -1.1671 -0.1024
H 1.6353 -0.5673 -1.7123
H 1.4578 1.1550 0.0548
H 0.1220 1.3734 -1.0729
H -1.2939 -0.1318 0.4145
H -1.8317 1.8526 1.7672
H -0.3504 2.6288 1.4964
H -1.2542 2.4796 0.0620
H -0.4967 -0.6451 2.4798
H 0.8525 0.3831 2.3750
```

=====

Model B:
One molecule with the formula C5H12N2, computed with ωB97M-V/def2-TZVPD.

HOMO (Ha): -0.29681
Charge: 0
Structure (SMILES): C=CN(C)[C@H](C)N

The geometry in XYZ format:
```
19
C5H12N2, DFT ωB97M-V/def2-TZVPD
C 2.7091 0.0069 -0.7558
C 1.5492 0.6211 -0.5499
N 0.4143 0.1595 0.2179
C 0.5472 -1.1491 0.8194
C -0.8657 0.5547 -0.2757
C -1.8284 0.7621 0.9897
N -1.3876 -0.3585 -1.2665
H 3.5104 0.5146 -1.2652
H 2.9101 -0.9993 -0.4315
H 1.4124 1.6316 -0.9140
H 0.6721 -1.9457 0.0767
H -0.3291 -1.3717 1.4227
H 1.4262 -1.1468 1.4646
H -0.7587 1.5334 -0.7560
H -2.7086 1.3070 0.6564
H -2.1464 -0.1971 1.3923
H -1.3256 1.3371 1.7614
H -1.5852 -1.2705 -0.8713
H -2.2159 0.0106 -1.7153
```

=====

Model C:
One molecule with the formula C5H12N2, computed with ωB97M-V/def2-TZVPD.

HOMO (Ha): -0.23593
Charge: 0

The geometry in XYZ format:
```
19
C5H12N2, DFT ωB97M-V/def2-TZVPD
C -0.8329 1.6323 -0.0752
N -0.1898 0.3606 -0.4539
C -1.0641 -0.9512 0.3985
C -1.9176 -1.7007 -0.3582
H -0.2784 0.3342 -1.4693
H -1.4085 -0.5494 1.3466
H -0.3437 2.4885 -0.5357
H -0.7862 1.6978 1.0098
H -1.8481 1.6330 -0.4740
H -1.6369 -2.1564 -1.3001
H -2.8809 -2.0878 -0.0588
C 1.9902 0.5579 0.8924
C 1.2407 -0.1912 -0.1745
N 1.9005 -0.7670 -1.1097
H 1.3004 -1.1904 -1.8146
H 0.1404 -1.3431 0.7314
H 1.4240 0.6502 1.8182
H 2.9198 0.0301 1.0916
H 2.2712 1.5525 0.5356
```

=====

Model D:
A 2-piece molecular cluster, C5H12N2 overall, computed with ωB97M-V/def2-TZVPD.

HOMO (Ha): -0.30837
Charge: 0
Structure (SMILES): C/C=C(\C)N.C=N

The geometry in XYZ format:
```
19
C5H12N2, DFT ωB97M-V/def2-TZVPD
C -1.5690 1.7237 0.4356
C -0.4745 0.7165 0.2946
C -0.4854 -0.3467 -0.5047
C -1.6902 -0.9926 -1.1415
N 0.7488 -1.0728 -0.6777
H -1.2663 2.6696 -0.0164
H -1.7681 1.9171 1.4907
H -2.5047 1.4191 -0.0347
H 0.5111 0.7912 1.0405
H -2.5912 -0.4050 -0.9953
H -1.8545 -1.9866 -0.7178
H -1.5337 -1.1172 -2.2155
H 0.5911 -2.0744 -0.5936
H 1.1258 -0.8967 -1.6052
C 2.7233 -0.0010 0.6795
N 2.1120 0.3138 1.7471
H 3.1611 -0.9792 0.4689
H 2.6767 0.7285 -0.1180
H 2.0876 -0.4075 2.4634
```

=====

Most stable to least stable, the ends of the list are model B and model C.

=====

Model A:
One molecule with the formula C5H12N2, computed with ωB97M-V/def2-TZVPD.

HOMO (Ha): -0.29511
Charge: 0
Structure (SMILES): CCCC/N=C\N

The geometry in XYZ format:
```
19
C5H12N2, DFT ωB97M-V/def2-TZVPD
C -2.1024 -0.3831 2.0728
C -1.9004 -1.2862 0.8648
C -1.0943 -0.6227 -0.2338
C 0.3631 -0.4121 0.1580
N 1.2006 -0.2080 -1.0342
C 2.0729 0.6713 -1.2285
N 1.9043 2.0484 -1.0405
H -1.2410 -0.2455 2.7298
H -2.9378 -0.7126 2.6940
H -2.3440 0.6461 1.7779
H -2.8680 -1.6730 0.5237
H -1.4431 -2.2279 1.1979
H -1.1508 -1.0763 -1.2284
H -1.5079 0.3642 -0.4817
H 0.4850 0.4802 0.7701
H 0.7965 -1.3038 0.6081
H 3.0971 0.4585 -1.5546
H 1.2481 2.2613 -0.3111
H 2.2319 2.6995 -1.7238
```

=====

Model B:
One molecule with the formula C5H12N2, computed with ωB97M-V/def2-TZVPD.

HOMO (Ha): -0.31365
Charge: 0
Structure (SMILES): C=C(C)N[C@@H](C)N

The geometry in XYZ format:
```
19
C5H12N2, DFT ωB97M-V/def2-TZVPD
C 1.0973 -0.2234 -1.9962
C 1.1929 -0.0006 -0.6840
C 2.4093 0.6488 -0.0857
N 0.1132 -0.5576 0.3424
C -1.1958 -0.1429 0.0878
C -2.0022 -1.1149 1.3044
N -1.5704 1.2052 0.2631
H 0.2031 -0.6426 -2.4446
H 1.9338 -0.0490 -2.6707
H 2.8842 -0.0183 0.6415
H 3.1679 0.8972 -0.8388
H 2.1343 1.5739 0.4323
H 0.4221 -0.3757 1.2935
H -1.5677 -0.5245 -0.8656
H -3.0017 -0.7269 1.5189
H -1.5282 -1.1838 2.2862
H -2.0998 -2.1182 0.8802
H -1.4058 1.7496 -0.5760
H -1.1867 1.6036 1.1114
```

=====

Most stable to least stable, the ends of the list are model A and model B.

=====

Model A:
A 3-piece molecular cluster, C5H12N2 overall, computed with ωB97M-V/def2-TZVPD.

HOMO (alpha / beta) (Ha): -0.21995 / -0.22916
Charge: 0

The geometry in XYZ format:
```
19
C5H12N2, DFT ωB97M-V/def2-TZVPD
C 0.7569 -1.0094 -0.9476
C 1.9092 -1.3674 -0.0624
C -1.2084 2.8593 0.7318
C -0.6246 0.6553 0.4038
N -0.3163 -1.9657 -0.9000
N -1.4462 -0.1970 1.0063
C 0.1256 1.1661 -0.4251
H 1.0364 -0.7145 -1.9592
H -0.8224 -2.0170 -1.7763
H -0.0305 -2.9119 -0.6442
H -1.4154 -1.1111 0.5233
H -1.3877 -0.2264 2.0154
H 0.7961 1.8015 -0.9522
H 1.6010 -1.4170 0.9886
H 2.3449 -2.3532 -0.3087
H 2.7110 -0.6317 -0.1433
H -2.1307 2.8884 0.1584
H -1.3423 2.8589 1.8107
H -0.5565 3.6929 0.4809
```

=====

Model B:
One molecule with the formula C5H12N2, computed with ωB97M-V/def2-TZVPD.

HOMO (Ha): -0.32862
Charge: 0
Structure (SMILES): C=NCC[C@@H](C)N

The geometry in XYZ format:
```
19
C5H12N2, DFT ωB97M-V/def2-TZVPD
C -0.3620 3.0915 0.6176
N -0.4284 1.8394 0.6162
C -0.5484 1.1996 -0.7060
C -0.7406 -0.2872 -0.5572
C 0.2638 -0.9824 0.3643
C -0.0058 -2.4923 0.5058
N 1.5961 -0.8322 -0.2796
H -0.1756 3.7374 -0.2663
H -0.4403 3.7482 1.4811
H 0.3129 1.5274 -1.3050
H -1.4050 1.6165 -1.2484
H -0.5731 -0.7418 -1.5412
H -1.7561 -0.5228 -0.2176
H 0.2533 -0.5221 1.3541
H 0.8142 -3.0110 0.9903
H -0.0644 -2.8804 -0.5224
H -1.0104 -2.6132 0.9141
H 2.0916 -1.6903 -0.4499
H 2.1780 -0.1842 0.2501
```

=====

Model C:
One molecule with the formula C5H12N2, computed with ωB97M-V/def2-TZVPD.

HOMO (Ha): -0.28830
Charge: 0
Structure (SMILES): C[C@H](N)C/C=C/N

The geometry in XYZ format:
```
19
C5H12N2, DFT ωB97M-V/def2-TZVPD
C 0.6201 0.0012 1.9451
C 0.2838 -1.0305 0.8629
N 0.9849 -2.3690 1.1189
C 0.6328 -0.3615 -0.5431
C -0.1032 0.9187 -0.6246
C -1.2081 0.9003 -1.4205
N -2.0604 1.9674 -1.8594
H -0.1594 0.7550 1.9763
H 1.6504 0.4416 1.9258
H 0.5303 -0.6589 2.8978
H -0.7922 -1.2380 0.7308
H 1.9832 -1.9905 1.2013
H 0.9323 -2.8947 0.2641
H 1.8088 -0.1868 -0.5072
H 0.5019 -0.9375 -1.4476
H 0.4995 1.7713 -0.1524
H -1.2233 0.1692 -2.2668
H -2.4877 2.7621 -1.2942
H -2.3936 1.9806 -2.8073
```

=====

Most stable to least stable, the ends of the list are model B and model A.